[1]
{"formula": "C3H7N4P", "method": "ωB97M-V with the def2-TZVPD basis set", "elements": ["C", "C", "C", "N", "N", "N", "N", "P", "H", "H", "H", "H", "H", "H", "H"], "coordinates": [[2.493873, -0.771877, -0.406913], [-0.898136, 1.969744, 1.655041], [-1.307242, -2.166227, -0.509778], [-0.265417, 1.670212, -1.650813], [1.499571, -0.524183, 0.345551], [-0.061957, 1.128623, 1.252215], [-1.044103, -1.117859, 0.159920], [0.010156, 0.123810, -0.046841], [3.361167, -1.267882, 0.169728], [2.622638, -0.709044, -1.476685], [-0.504260, 2.726230, 2.233566], [-1.802876, 2.311340, 1.232498], [-2.163637, -2.845122, -0.382233], [-0.737919, -2.570241, -1.377580], [-1.201851, 2.042471, -1.197680]], "atomic_forces_ev_per_a": [[0.78, -1.46, 2.38], [1.04, 0.03, -1.47], [0.67, 0.01, -0.80], [-1.01, -2.32, 3.15], [0.93, -0.53, -1.12], [-0.23, -0.30, 0.87], [-1.54, -1.75, -0.30], [-0.41, 3.84, -3.26], [-0.99, 0.86, -1.13], [-0.38, 0.54, -0.40], [0.78, 1.36, 2.26], [-1.71, -0.75, -0.75], [-0.06, 0.70, 0.89], [0.29, 0.72, 0.41], [1.83, -0.95, -0.73]], "mulliken_charge": [-0.177, -0.214, -0.075, -0.470, -0.323, -0.324, -0.366, 0.354, 0.227, 0.294, 0.253, 0.274, 0.242, 0.192, 0.113], "e_tot_ha": -678.66695, "lumo_energy_ha": -0.0134, "de_lowest_kj_mol": 347.78, "homo_lumo_gap_ha": 0.2646, "mol_weight_g_mol": 130.09}

***

[2]
{"formula": "C21H43Cl18NO", "method": "ωB97M-V with the def2-TZVPD basis set", "elements": ["C", "C", "O", "N", "C", "H", "H", "H", "H", "H", "H", "H", "Cl", "C", "C", "Cl", "H", "H", "H", "H", "Cl", "C", "C", "Cl", "H", "H", "H", "H", "Cl", "C", "C", "Cl", "H", "H", "H", "H", "Cl", "C", "C", "Cl", "H", "H", "H", "H", "Cl", "C", "C", "Cl", "H", "H", "H", "H", "Cl", "C", "C", "Cl", "H", "H", "H", "H", "Cl", "C", "C", "Cl", "H", "H", "H", "H", "Cl", "C", "C", "Cl", "H", "H", "H", "H", "Cl", "C", "C", "Cl", "H", "H", "H", "H"], "coordinates": [[-8.688802, -20.530432, -15.007747], [-8.299108, -20.027878, -13.611681], [-7.379100, -19.222951, -13.516111], [-8.905018, -20.550067, -12.524107], [-8.699202, -19.895756, -11.197941], [-7.750876, -20.320469, -15.506480], [-9.561708, -19.945897, -15.382540], [-8.823811, -21.590972, -14.983982], [-9.693459, -21.174331, -12.724600], [-7.779808, -19.372188, -11.388085], [-8.526138, -20.603603, -10.395510], [-9.535707, -19.210730, -10.955633], [-15.966508, -16.730703, -6.217873], [-14.692200, -17.941126, -6.490603], [-13.345246, -17.497084, -6.923934], [-12.707218, -16.371378, -5.636957], [-15.011645, -18.720274, -7.208971], [-14.583920, -18.500906, -5.512353], [-13.355462, -16.965013, -7.857086], [-12.695803, -18.401732, -7.006446], [-12.639474, -22.842594, -3.344619], [-11.183779, -21.858425, -2.968090], [-10.864516, -20.760850, -3.961475], [-12.298646, -19.714481, -4.241820], [-10.282747, -22.544376, -2.951400], [-11.301135, -21.387526, -1.952585], [-10.620198, -21.098585, -4.963303], [-10.041609, -20.245172, -3.464935], [-8.479429, -14.614792, -11.659887], [-7.942367, -15.737395, -12.913735], [-8.977179, -15.759065, -13.993426], [-10.355417, -16.843698, -13.555901], [-7.833607, -16.737596, -12.427444], [-7.048155, -15.355589, -13.385220], [-8.567783, -16.189111, -14.863432], [-9.430060, -14.797803, -14.229663], [-8.826454, -23.956271, -5.845561], [-7.120620, -23.353077, -5.905914], [-6.494513, -22.877366, -4.595781], [-7.458462, -21.717035, -3.757498], [-7.181218, -22.569378, -6.631505], [-6.594335, -24.214307, -6.290131], [-5.562283, -22.405534, -4.843573], [-6.367932, -23.680343, -3.857147], [-3.813189, -19.563200, -6.442377], [-4.727825, -18.467600, -5.381737], [-5.381148, -17.298624, -6.091495], [-4.174969, -16.120630, -6.640857], [-4.021486, -18.218753, -4.635668], [-5.541348, -19.115003, -4.938138], [-6.033169, -16.901186, -5.347343], [-5.983450, -17.635287, -6.960944], [-11.411806, -13.438850, -9.315659], [-11.884301, -15.140668, -9.225745], [-11.508738, -15.876747, -10.456821], [-12.004791, -17.630714, -10.224944], [-12.975068, -15.179692, -9.032744], [-11.355966, -15.640419, -8.390159], [-10.481378, -15.896281, -10.753758], [-12.105265, -15.514650, -11.308198], [-12.528044, -20.747646, -8.887496], [-13.571478, -21.357085, -7.630003], [-14.969529, -21.448461, -8.291629], [-16.250351, -22.106459, -7.196884], [-13.593800, -20.600342, -6.799381], [-13.205061, -22.339329, -7.222974], [-14.967928, -22.099930, -9.152036], [-15.319516, -20.456541, -8.641381], [-8.221342, -19.727215, -7.179299], [-9.666641, -18.721696, -7.018107], [-9.225354, -17.266111, -7.055364], [-8.774544, -16.623350, -8.658350], [-10.222633, -19.083799, -6.155410], [-10.374592, -18.884446, -7.814704], [-8.357457, -17.146018, -6.419143], [-10.057589, -16.715006, -6.756928], [-8.396851, -17.925522, -3.701925], [-9.365766, -16.495200, -3.322453], [-8.478145, -15.314409, -3.138779], [-7.699480, -14.753566, -4.639122], [-9.927976, -16.723867, -2.427156], [-10.084504, -16.273971, -4.126340], [-7.820648, -15.556633, -2.333735], [-9.164017, -14.486830, -2.870179]], "atomic_forces_ev_per_a": [[0.23, 1.10, 1.16], [0.62, 0.12, -0.30], [-0.26, 0.26, 0.00], [-1.07, -0.32, 0.48], [-0.56, -0.36, -1.15], [-0.29, 0.09, -0.82], [0.74, -0.63, 0.07], [-0.55, -0.66, -0.19], [0.52, 0.57, 0.52], [0.25, 0.60, 0.42], [-0.19, -0.26, -0.02], [0.51, -0.31, -0.10], [0.36, -0.07, -0.42], [-0.43, -2.27, 1.23], [0.50, 0.22, 0.77], [0.26, -0.30, -0.59], [-0.32, 0.64, 0.16], [-0.17, 0.71, -0.99], [0.09, 0.20, -0.25], [-0.31, 0.84, 0.16], [0.47, 0.27, 0.06], [0.84, -0.45, 0.66], [-0.59, -0.53, 0.24], [0.31, 0.38, 0.28], [-1.11, 0.65, 0.06], [-0.11, -0.67, -0.99], [0.39, -0.31, 0.18], [-0.13, 0.57, -0.58], [0.21, 0.47, 0.58], [-0.52, -0.58, 0.20], [-1.08, -0.42, 0.42], [0.01, 0.09, 0.01], [0.26, 0.82, -0.72], [0.52, -0.06, 0.37], [0.50, -0.49, -1.11], [0.29, 0.04, 0.17], [0.20, 0.17, 0.51], [-0.55, -0.46, 0.38], [-0.40, -1.47, -0.34], [-0.87, 1.32, 0.57], [0.31, 0.49, -0.34], [0.47, 0.06, -0.12], [0.57, 0.04, -0.04], [0.25, 0.01, -0.61], [0.12, -0.22, -0.49], [-1.62, -1.42, -0.43], [0.35, -1.24, -0.48], [-0.16, 0.16, 0.04], [0.41, 0.72, 0.86], [0.78, 0.81, -0.35], [-0.47, 0.92, 0.32], [0.48, 0.20, 0.51], [0.14, 0.12, -0.04], [-0.09, -0.65, 1.36], [-1.49, -0.62, -1.40], [0.16, 0.58, -0.09], [0.66, 0.05, -0.22], [-0.34, 0.67, -0.17], [0.46, 0.14, 0.30], [0.29, -0.23, 0.21], [0.90, 0.22, -0.49], [-1.41, -0.24, 1.29], [-0.18, 0.31, 0.38], [0.52, 0.26, -0.08], [0.07, -0.88, -0.68], [-0.39, 1.00, -0.55], [0.23, -0.21, -0.15], [0.32, -0.52, 0.36], [0.18, -0.63, -0.22], [0.01, 0.28, -0.67], [0.60, -1.25, 0.14], [0.13, -0.41, 0.00], [0.39, 0.70, 0.57], [0.13, -0.34, -0.79], [-0.13, 0.33, 0.19], [-1.16, 1.32, 0.79], [0.08, -0.56, -0.23], [-0.65, 0.13, -0.99], [-1.55, 1.01, 0.14], [0.21, -0.32, 0.26], [0.00, 0.09, 0.28], [0.25, -0.51, 0.11], [1.02, 0.40, 0.24], [0.61, -0.30, 0.19]], "mulliken_charge": [-1.114, 0.727, -0.644, -0.164, -0.583, 0.297, 0.234, 0.394, 0.208, 0.313, 0.237, 0.115, -0.188, -0.037, 0.472, -0.204, 0.004, 0.094, 0.150, -0.390, -0.202, -0.425, -0.140, -0.148, 0.239, 0.367, 0.223, 0.075, -0.157, -0.020, -0.644, -0.193, -0.064, 0.369, 0.347, 0.439, -0.194, -0.387, -0.441, -0.093, 0.130, 0.384, 0.279, 0.334, -0.221, -0.220, 0.510, -0.212, 0.465, -0.082, -0.280, 0.005, -0.205, 0.480, 0.031, -0.146, 0.291, -0.562, -0.429, 0.514, -0.101, 0.076, -0.612, -0.213, -0.169, 0.372, 0.411, 0.297, -0.049, 0.955, 0.199, -0.054, -0.732, -0.017, -0.263, -0.037, -0.076, -0.371, -0.569, -0.131, 0.454, -0.050, 0.374, 0.371], "e_tot_ha": -9239.44239, "lumo_energy_ha": 0.0106, "de_lowest_kj_mol": 0.00, "homo_lumo_gap_ha": 0.3631, "mol_weight_g_mol": 963.74}

***

[3]
{"formula": "C6H15NO", "method": "ωB97M-V with the def2-TZVPD basis set", "elements": ["C", "C", "C", "C", "C", "N", "C", "O", "H", "H", "H", "H", "H", "H", "H", "H", "H", "H", "H", "H", "H", "H", "H"], "coordinates": [[0.609760, -1.944728, 0.356098], [0.313298, -0.525057, -0.150015], [1.151275, 0.478102, 0.669175], [1.097577, 1.894359, 0.112567], [2.082234, 2.844121, 0.810622], [-1.086959, -0.139733, 0.006357], [-1.988310, -0.589349, -0.982819], [-2.212569, -2.028120, -0.874916], [0.141749, -2.662861, -0.274864], [0.244083, -2.135666, 1.367005], [1.684518, -2.140114, 0.344819], [0.613523, -0.479940, -1.189520], [0.815818, 0.449902, 1.713974], [2.180222, 0.122363, 0.764790], [0.101132, 2.301054, 0.289227], [1.282482, 1.898187, -0.964685], [3.129213, 2.549795, 0.796276], [1.990902, 3.843728, 0.377857], [1.786119, 2.928471, 1.860516], [-1.410744, -0.255647, 0.951568], [-1.605318, -0.339744, -1.969263], [-2.962661, -0.146317, -0.786796], [-2.891516, -2.281881, -1.518194]], "atomic_forces_ev_per_a": [[0.37, 0.23, 0.04], [0.41, -0.14, 1.91], [0.04, -0.19, -0.24], [0.49, 0.23, 0.54], [-0.62, 0.20, 0.17], [0.37, 0.16, -1.10], [-0.58, -0.70, 0.94], [0.08, 0.07, -0.43], [-0.42, -0.63, -0.51], [-0.01, 0.29, 0.06], [0.02, 0.05, 0.03], [-0.20, 0.23, -0.38], [-0.29, 0.15, -0.08], [0.14, 0.03, -0.41], [-0.08, -0.08, -0.27], [-0.06, -0.12, -0.01], [0.03, -0.22, -0.23], [0.15, -0.03, 0.04], [0.13, 0.05, 0.02], [-0.14, -0.16, 0.13], [0.00, 0.05, -0.13], [-0.05, 0.42, -0.28], [0.21, 0.10, 0.19]], "mulliken_charge": [-1.560, 0.278, -1.059, -0.205, -1.280, -0.226, -0.489, -0.525, 0.404, 0.317, 0.425, 0.388, 0.351, 0.390, 0.218, 0.302, 0.343, 0.359, 0.314, 0.284, 0.351, 0.342, 0.277], "e_tot_ha": -367.59254, "lumo_energy_ha": 0.0371, "de_lowest_kj_mol": 101.76, "homo_lumo_gap_ha": 0.3680, "mol_weight_g_mol": 117.19}